Arrangement a

Molecular formula: C35H32BrMnN4O2Se
Method: DFT, ωB97M-V/def2-TZVPD

Geometry as ORCA input:
```
! RIJCOSX wB97M-V def2-TZVPD def2/J DEFGRID3
* xyz -1 6
Mn 0.2410 0.1576 -0.2809
C -3.0381 0.6614 -2.0507
C -2.0410 1.0582 -3.1026
C -2.3096 0.8615 -4.4521
C -1.4054 1.2683 -5.4205
C -0.2333 1.9025 -5.0413
C 0.0704 2.1125 -3.6998
C 1.3267 2.8255 -3.2943
C -0.8299 1.6535 -2.7345
N -0.5173 1.7234 -1.3479
C -0.6330 2.9107 -0.7200
O -0.9326 4.0011 -1.1943
C -0.4384 2.7599 0.7770
C -0.6287 3.7403 1.7330
C -0.5699 3.3617 3.0693
C -0.3548 2.0351 3.4271
C -0.1538 1.1208 2.4113
N -0.1755 1.5180 1.1486
C -0.0271 -0.3802 2.5740
O -0.0918 -0.8679 3.7001
N 0.0840 -1.0156 1.3908
C -0.0101 -2.4372 1.4174
C 1.1315 -3.2223 1.2492
C 2.4810 -2.5893 1.0829
C 0.9875 -4.6071 1.2148
C -0.2572 -5.1999 1.3432
C -1.3809 -4.4049 1.5103
C -1.2736 -3.0209 1.5485
C -2.4925 -2.1566 1.6886
H -3.9588 0.3044 -2.5140
H -3.2799 1.5122 -1.4100
H -2.6491 -0.1337 -1.4114
H -3.2412 0.3873 -4.7406
H -1.6198 1.1029 -6.4697
H 0.4670 2.2428 -5.7963
H 1.9528 3.0243 -4.1651
H 1.9015 2.2461 -2.5711
H 1.0771 3.7769 -2.8193
H -0.8412 4.7523 1.4193
H -0.7176 4.1061 3.8419
H -0.3522 1.6992 4.4543
H 2.5779 -2.1181 0.1029
H 3.2703 -3.3359 1.1853
H 2.6497 -1.8001 1.8155
H 1.8717 -5.2215 1.0853
H -0.3534 -6.2788 1.3126
H -2.3604 -4.8609 1.6056
H -2.4341 -1.5349 2.5842
H -3.3919 -2.7697 1.7570
H -2.5806 -1.4999 0.8198
C -0.8903 -4.2652 -4.5479
C -0.5461 -3.1732 -3.5726
C 0.5635 -2.3539 -3.7431
C 0.8526 -1.3836 -2.8004
C 0.0122 -1.2443 -1.6954
Br 2.7710 0.7136 -0.4368
N -1.0583 -2.0182 -1.5312
C -1.3214 -2.9513 -2.4433
H -0.4947 -4.0413 -5.5391
H -1.9702 -4.3923 -4.6342
H -0.4709 -5.2230 -4.2308
H 1.1949 -2.4781 -4.6173
H 1.7105 -0.7315 -2.9068
H -2.2068 -3.5575 -2.2633
Se 3.3076 2.4923 2.2545
C 3.8198 0.8409 3.0197
C 5.0176 0.2279 2.6451
C 5.3707 -0.9980 3.1823
C 4.5361 -1.6278 4.0999
C 3.3418 -1.0292 4.4725
C 2.9849 0.1992 3.9342
H 5.6505 0.7139 1.9143
H 6.2945 -1.4732 2.8758
H 4.8085 -2.5948 4.5042
H 2.6601 -1.5262 5.1504
H 2.0393 0.6444 4.2093
*
```

Summary:
Highest occupied orbital energy (alpha / beta) (Eh): -0.195 / -0.208

=====

Arrangement b

Molecular formula: C35H32BrMnN4O2Se
Method: DFT, ωB97M-V/def2-TZVPD

Geometry as ORCA input:
```
! RIJCOSX wB97M-V def2-TZVPD def2/J DEFGRID3
* xyz -1 6
Mn -0.1955 0.5167 -0.0374
C 0.0157 1.9874 -3.9097
C -0.9727 0.8566 -3.8922
C -1.9839 0.7920 -4.8423
C -2.8449 -0.2915 -4.8988
C -2.6668 -1.3496 -4.0236
C -1.6716 -1.3132 -3.0548
C -1.4274 -2.5123 -2.1824
C -0.8540 -0.1817 -2.9600
N 0.1106 -0.0951 -1.9194
C 1.3936 -0.3445 -2.2647
O 1.8204 -0.6696 -3.3700
C 2.3080 -0.1350 -1.0986
C 3.6818 -0.0599 -1.1729
C 4.3914 0.2970 -0.0322
C 3.6961 0.5900 1.1328
C 2.3222 0.4698 1.1331
N 1.6531 0.0771 0.0459
C 1.4376 0.7784 2.2979
O 1.9120 1.0386 3.4016
N 0.1270 0.7154 1.9625
C -0.7849 0.6833 3.0550
C -1.6023 1.7775 3.3500
C -1.5123 3.0389 2.5459
C -2.5062 1.6930 4.4025
C -2.6145 0.5424 5.1623
C -1.7865 -0.5308 4.8831
C -0.8616 -0.4735 3.8487
C 0.0361 -1.6448 3.5841
H -0.3204 2.7876 -4.5697
H 0.9778 1.6146 -4.2689
H 0.1744 2.3955 -2.9117
H -2.0904 1.6017 -5.5561
H -3.6421 -0.3161 -5.6323
H -3.2997 -2.2270 -4.0977
H -2.3337 -3.1079 -2.0733
H -1.0786 -2.2253 -1.1935
H -0.6524 -3.1357 -2.6395
H 4.1618 -0.2663 -2.1193
H 5.4708 0.3682 -0.0605
H 4.1800 0.9281 2.0386
H -0.4974 3.4435 2.5567
H -2.1983 3.7913 2.9369
H -1.7788 2.8382 1.5107
H -3.1301 2.5526 4.6205
H -3.3404 0.4802 5.9645
H -1.8576 -1.4409 5.4690
H -0.2841 -2.5153 4.1579
H 1.0655 -1.4061 3.8599
H 0.0320 -1.9033 2.5241
C 0.8568 6.6278 -0.2095
C 0.4012 5.1969 -0.3287
C -0.8866 4.8628 -0.7389
C -1.2732 3.5379 -0.8339
C -0.3604 2.5283 -0.5060
Br -2.5016 -0.0114 0.1652
N 0.8870 2.8663 -0.1570
C 1.2629 4.1413 -0.0645
H 0.0066 7.3084 -0.2568
H 1.5412 6.8800 -1.0229
H 1.3826 6.7944 0.7317
H -1.5970 5.6516 -0.9708
H -2.2780 3.2771 -1.1444
H 2.2908 4.3169 0.2462
Se 1.7604 -3.1335 0.4511
C 1.2236 -4.9415 0.3655
C 0.8543 -5.4909 -0.8654
C 0.4560 -6.8142 -0.9433
C 0.4264 -7.6012 0.2013
C 0.7903 -7.0590 1.4279
C 1.1862 -5.7351 1.5145
H 0.8873 -4.8685 -1.7496
H 0.1606 -7.2317 -1.8976
H 0.1169 -8.6368 0.1390
H 0.7595 -7.6741 2.3185
H 1.4673 -5.3025 2.4656
*
```

Summary:
Highest occupied orbital energy (alpha / beta) (Eh): -0.152 / -0.202

=====

Preferred: arrangement a; penalty for the next structure: 1.457 eV.

=====

Arrangement a

Molecular formula: CH3FOS
Method: DFT, ωB97M-V/def2-TZVPD

Geometry as ORCA input:
```
! RIJCOSX wB97M-V def2-TZVPD def2/J DEFGRID3
* xyz 0 1
C 0.3395 1.1406 -1.9877
O 1.3101 1.6940 -1.4847
F -0.2253 0.2493 -1.0799
S -0.4177 -1.4618 2.0169
H -1.1485 -1.2617 0.7431
H 1.5910 1.6410 -0.6295
H -1.4491 -2.0016 2.4218
*
```

Summary:
Highest occupied orbital energy (Eh): -0.359

=====

Arrangement b

Molecular formula: CH3FOS
Method: DFT, ωB97M-V/def2-TZVPD

Geometry as ORCA input:
```
! RIJCOSX wB97M-V def2-TZVPD def2/J DEFGRID3
* xyz 0 1
C 0.6146 0.1311 -0.5607
O -0.9903 0.3609 1.3734
F -1.7201 -1.3385 1.2630
S -0.8949 0.9333 0.0285
H 0.9873 0.4375 -1.5731
H 0.4681 -1.0420 -0.5285
H 1.5354 0.5176 -0.0027
*
```

Summary:
Highest occupied orbital energy (alpha / beta) (Eh): -0.412 / -0.363

=====

Preferred: arrangement a; penalty for the next structure: 1.367 eV.

=====

Arrangement a

Molecular formula: C3H5IO
Method: DFT, ωB97M-V/def2-TZVPD

Geometry as ORCA input:
```
! RIJCOSX wB97M-V def2-TZVPD def2/J DEFGRID3
* xyz 0 1
C 0.1882 1.2358 -0.6721
C -0.2237 0.1001 0.0747
C 0.3998 -1.1957 0.4199
O 0.0318 1.2313 0.7638
I -2.8364 -0.3288 -0.1464
H 1.2498 1.3156 -0.9979
H -0.5712 1.9069 -1.2678
H 0.0841 -1.4801 1.3934
H 1.3688 -0.8662 0.7906
H 0.3088 -1.9189 -0.3582
*
```

Summary:
Highest occupied orbital energy (Eh): -0.330
SMILES: C[C@]1(I)CO1

=====

Arrangement b

Molecular formula: C3H5IO
Method: DFT, ωB97M-V/def2-TZVPD

Geometry as ORCA input:
```
! RIJCOSX wB97M-V def2-TZVPD def2/J DEFGRID3
* xyz 0 1
C -0.0858 0.6999 1.5904
C 0.1238 0.6659 0.2722
C -0.4451 -0.0593 -0.7900
O 1.2959 -0.9729 -1.6308
I -1.7493 -1.7271 -0.6816
H 0.3428 1.3135 2.3501
H -0.6907 -0.0052 2.0745
H 0.8301 1.4103 -0.0241
H -0.6043 0.5320 -1.6576
H 0.9827 -1.8571 -1.5030
*
```

Summary:
Highest occupied orbital energy (Eh): -0.351

=====

Preferred: arrangement a; penalty for the next structure: 1.395 eV.

=====

Arrangement a

Molecular formula: C4H4F2N2
Method: DFT, ωB97M-V/def2-TZVPD

Geometry as ORCA input:
```
! RIJCOSX wB97M-V def2-TZVPD def2/J DEFGRID3
* xyz 0 1
C -0.0562 0.2797 -0.0817
C 1.1999 0.7518 -0.0877
C 2.2314 -0.1560 -0.1509
C -0.6367 -1.0771 -0.3246
H -0.8758 2.1190 0.8391
H -2.3192 0.6831 0.9232
H 1.3868 1.7412 0.1295
H -0.2426 -1.8305 -1.2375
N -1.0293 1.2258 0.2176
N 3.0196 -1.0912 -0.2079
F -0.6556 -1.9935 0.7448
F -2.0225 -0.6522 -0.7639
*
```

Summary:
Highest occupied orbital energy (Eh): -0.335

=====

Arrangement b

Molecular formula: C4H4F2N2
Method: DFT, ωB97M-V/def2-TZVPD

Geometry as ORCA input:
```
! RIJCOSX wB97M-V def2-TZVPD def2/J DEFGRID3
* xyz 0 1
C 1.5271 0.2638 1.0098
C 2.5237 -0.4381 0.6080
C -2.2942 0.5361 -0.9818
C -2.0303 -0.6364 -0.4420
N 0.8064 1.2374 0.6867
N 3.4781 -1.1390 0.9051
F -3.1546 1.4810 -0.4735
F -0.9736 -1.3447 -0.9905
H -1.7679 0.8930 -1.7621
H -2.4741 -1.0034 0.4982
H -0.0002 1.4137 1.1779
H 4.0553 -1.3425 0.0958
*
```

Summary:
Highest occupied orbital energy (Eh): -0.310
SMILES: F/C=C/F.N=C=C=N

=====

Preferred: arrangement b; penalty for the next structure: 0.294 eV.